Entry 1:
A structure of composition C38H28BrN6O4Ru in a non-equilibrium geometry, computed with ωB97M-V with the def2-TZVPD basis set.

Results
**Total charge**: 0
**Molecular weight**: 813.7 g mol⁻¹
**E**: -129615.88996 eV
**Spin multiplicity**: 2
**ΔE to the lowest compared entry with this formula, charge and spin**: 0.0 kJ/mol
**LUMO (alpha / beta)**: -0.341 / -0.168 eV

```
78
C38H28BrN6O4Ru, DFT ωB97M-V with the def2-TZVPD basis set
Ru 0.21 0.01 0.17
O -3.47 -1.92 -0.22
C -2.41 -1.42 0.14
N -1.18 -1.59 -0.34
C -0.77 -2.69 -1.07
C -1.45 -3.92 -1.08
C -0.96 -4.97 -1.82
C 0.23 -4.81 -2.55
C 0.92 -3.62 -2.54
C 0.43 -2.53 -1.76
N 1.00 -1.28 -1.59
C 2.07 -0.87 -2.26
O 2.75 -1.42 -3.12
C 2.46 0.56 -1.92
C 3.56 1.10 -2.54
C 3.93 2.40 -2.24
C 3.17 3.10 -1.34
C 2.08 2.46 -0.77
N 1.72 1.21 -1.05
C -2.41 -0.53 1.37
C -3.58 -0.14 1.98
C -3.50 0.52 3.20
C -2.27 0.71 3.77
C -1.15 0.30 3.06
N -1.22 -0.28 1.86
H -2.37 -4.02 -0.52
H -1.48 -5.92 -1.83
H 0.61 -5.64 -3.14
H 1.82 -3.50 -3.09
H 4.10 0.48 -3.24
H 4.80 2.86 -2.71
H 3.40 4.13 -1.07
H 1.48 2.98 -0.05
H -4.52 -0.39 1.49
H -4.40 0.85 3.71
H -2.16 1.18 4.75
H -0.15 0.40 3.47
C 0.50 3.53 2.35
O -0.29 2.88 1.35
C -1.07 3.61 0.57
C -1.34 4.94 0.79
C -2.06 5.66 -0.15
Br -2.43 7.49 0.17
C -2.50 5.06 -1.30
C -2.25 3.71 -1.52
C -1.56 2.96 -0.57
O -1.34 1.64 -0.77
C -2.69 3.06 -2.78
N -2.45 1.83 -3.07
C -2.98 1.58 -4.34
C -2.99 0.43 -5.12
C -3.60 0.49 -6.35
C -4.20 1.67 -6.81
C -4.20 2.83 -6.05
C -3.57 2.74 -4.81
N -3.37 3.67 -3.79
H -0.12 3.89 3.17
H 1.07 4.35 1.92
H 1.19 2.78 2.71
H -0.98 5.44 1.68
H -3.04 5.66 -2.03
H -1.59 1.48 -1.73
H -2.52 -0.49 -4.75
H -3.62 -0.40 -6.98
H -4.68 1.68 -7.79
H -4.66 3.74 -6.41
H -3.68 4.62 -3.79
C 3.78 -2.16 2.66
C 3.86 -0.82 2.32
C 2.82 -0.20 1.61
C 1.67 -0.91 1.22
C 1.61 -2.27 1.58
C 2.64 -2.88 2.29
H 4.58 -2.65 3.20
H 4.75 -0.25 2.59
H 2.93 0.85 1.36
H 0.74 -2.86 1.28
H 2.56 -3.94 2.56
```



Entry 2:
A cluster of 2 separate species, C3H11N2O in total in a non-equilibrium geometry, computed with ωB97M-V with the def2-TZVPD basis set.

Results
**Total charge**: +1
**Molecular weight**: 91.1 g mol⁻¹
**E**: -8310.38574 eV
**Spin multiplicity**: 1
**ΔE to the lowest compared entry with this formula, charge and spin**: 135.7 kJ/mol
**LUMO**: -3.173 eV

```
17
C3H11N2O, DFT ωB97M-V with the def2-TZVPD basis set
C 0.70 1.11 -0.43
C -0.33 0.30 0.21
C -0.93 0.61 1.37
N -0.61 1.69 2.12
N -0.81 -0.89 -0.48
H 0.52 2.18 -0.48
H 1.03 0.79 -1.42
H 1.65 1.08 0.13
H -1.66 -0.06 1.82
H -0.31 2.50 1.64
H -0.89 1.90 3.06
H -1.52 -0.75 -1.21
H -1.14 -1.53 0.25
H -0.02 -1.42 -0.92
H 1.59 -2.60 -2.63
H 1.61 -2.65 -1.15
O 1.12 -2.24 -1.87
```



Entry 3:
A structure of composition C20H30BF2N5PS6V in a non-equilibrium geometry, computed with ωB97M-V with the def2-TZVPD basis set.

Results
**Total charge**: +2
**Molecular weight**: 663.6 g mol⁻¹
**E**: -134764.91204 eV
**Spin multiplicity**: 3
**ΔE to the lowest compared entry with this formula, charge and spin**: 77.6 kJ/mol
**LUMO (alpha / beta)**: -6.604 / -6.669 eV

```
66
C20H30BF2N5PS6V, DFT ωB97M-V with the def2-TZVPD basis set
V 0.23 0.79 0.20
C 0.85 3.23 2.63
C 1.82 3.69 1.56
S 1.41 2.96 -0.09
C 3.04 2.34 -0.61
C 3.57 1.20 0.24
S 2.35 -0.17 0.42
C 2.44 -0.48 2.22
C 2.06 0.69 3.10
S 0.46 1.45 2.62
H 1.22 3.50 3.62
H -0.13 3.70 2.49
H 1.76 4.77 1.46
H 2.85 3.42 1.79
H 2.88 2.02 -1.65
H 3.74 3.17 -0.61
H 4.45 0.77 -0.23
H 3.83 1.54 1.24
H 1.76 -1.33 2.36
H 3.45 -0.81 2.44
H 1.94 0.34 4.13
H 2.81 1.48 3.10
F -0.07 -0.68 -2.27
B 0.36 0.47 -1.74
F 0.68 1.36 -2.69
C -4.60 1.20 -1.96
N -3.70 2.37 -2.35
C -4.15 3.58 -1.54
N -4.15 3.31 -0.16
C -5.02 2.19 0.15
N -4.58 1.00 -0.57
C -3.33 0.47 -0.07
P -1.92 1.68 -0.27
C -2.28 2.06 -2.08
C -2.83 3.17 0.42
H -4.25 0.30 -2.49
H -5.62 1.44 -2.29
H -3.82 2.57 -3.35
H -5.17 3.83 -1.86
H -3.48 4.41 -1.77
H -6.04 2.43 -0.16
H -5.03 1.99 1.22
H -3.08 -0.45 -0.61
H -3.43 0.22 0.99
H -1.98 1.18 -2.67
H -1.65 2.90 -2.40
H -2.25 4.08 0.22
H -2.91 3.04 1.50
S -0.48 -5.97 -1.79
C -0.29 -4.61 -0.88
S -1.54 -3.41 -0.63
C -0.35 -2.46 0.29
N 0.79 -3.03 0.39
N 0.83 -4.21 -0.23
C 2.03 -4.97 -0.19
C 3.22 -4.33 -0.54
C 4.39 -5.06 -0.52
C 4.39 -6.39 -0.15
C 3.20 -7.01 0.22
C 2.01 -6.30 0.20
S -0.82 -1.00 1.03
H 3.19 -3.30 -0.84
H 5.32 -4.59 -0.83
H 5.31 -6.96 -0.15
H 3.20 -8.04 0.50
H 1.08 -6.77 0.48
```